1.
9
Properties=species:S:1:pos:R:3 method="wB97M-V/def2-TZVPD" total_charge=0 homo_ev=-8.580 de_lowest_kcal_mol=52.4 e_tot_ev=-89735.5400
C 1.37 -0.40 0.15
P -1.19 -0.70 -0.34
P -1.70 1.31 -0.99
Br -0.49 1.65 -2.80
H 1.70 -1.47 0.19
H 1.54 0.08 1.13
H 1.94 0.14 -0.51
H -1.62 -0.33 1.03
H -3.09 1.03 -1.73

***

2.
9
Properties=species:S:1:pos:R:3 method="wB97M-V/def2-TZVPD" total_charge=0 spin_multiplicity=3 s_squared=2.010 homo_ev="-4.857 / -9.784" de_lowest_kcal_mol=112.9 e_tot_ev=-89731.3137
C 1.40 -0.90 0.52
P -2.03 0.23 0.30
P 0.19 0.39 0.21
Br 3.09 0.05 0.05
H 1.04 -1.43 -0.36
H -2.09 0.17 -1.07
H -2.33 -1.18 0.24
H 0.34 1.63 1.00
H 0.39 1.06 -0.88

***

3.
14
Properties=species:S:1:pos:R:3 method="wB97M-V/def2-TZVPD" total_charge=+1 homo_ev=-11.331 de_lowest_kcal_mol=57.7 e_tot_ev=-40966.7572
O 2.51 -1.28 1.52
N 2.80 -0.76 0.45
O 2.35 0.53 0.43
C 1.15 0.46 -0.43
In -0.66 1.38 0.67
P -2.64 -0.16 0.04
O -2.22 -1.85 0.34
Cl -2.82 0.11 -2.09
H 1.27 1.03 -1.45
H 0.88 -0.67 -0.68
H -0.99 3.03 -0.04
H -0.43 1.46 2.45
H -1.79 -1.92 1.26
Pb 0.58 -1.37 -2.48

***

4.
11
Properties=species:S:1:pos:R:3 method="wB97M-V/def2-TZVPD" total_charge=0 homo_ev=-9.451 de_lowest_kcal_mol=60.3 e_tot_ev=-36446.7011
C 2.11 -0.38 0.61
O -2.13 0.96 -0.54
O -2.13 -0.93 1.01
Si -1.17 2.29 -0.97
S -2.85 -0.35 -0.08
Cl -2.35 -1.57 -1.78
H 2.60 0.19 -0.13
H 1.95 -1.37 0.07
H 1.17 -0.02 0.76
H 2.62 -0.63 1.55
H 0.19 1.81 -0.50

***

5.
9
Properties=species:S:1:pos:R:3 method="wB97M-V/def2-TZVPD" total_charge=+2 spin_multiplicity=6 s_squared=9.634 homo_ev="-20.302 / -18.558" e_tot_ev=-29277.2351
O -1.19 -0.07 0.06
H 2.24 0.74 -0.09
C -2.55 0.19 0.06
H -3.13 -0.56 -0.51
H -2.97 0.21 1.08
H -2.77 1.17 -0.41
Dy 0.47 -1.57 0.32
O 2.35 -0.25 0.05
H 3.24 -0.56 -0.11

***

6.
9
Properties=species:S:1:pos:R:3 method="wB97M-V/def2-TZVPD" total_charge=0 spin_multiplicity=3 s_squared=2.014 homo_ev="-6.913 / -12.854" de_lowest_kcal_mol=49.8 e_tot_ev=-6808.3095
C -0.66 0.05 1.47
N 0.19 -0.31 -2.17
N 1.25 -0.04 -2.49
F 2.24 0.38 -1.45
H -1.45 0.70 1.08
H -0.13 0.46 2.30
H -0.95 -0.93 1.95
H -0.38 -0.30 -1.20
H -0.10 -0.02 0.51

***

7.
11
Properties=species:S:1:pos:R:3 method="wB97M-V/def2-TZVPD" total_charge=+1 homo_ev=-17.396 de_lowest_kcal_mol=0.0 e_tot_ev=-10345.7787
C 0.40 -0.71 -1.37
N 0.67 -0.20 -2.48
N -0.15 -0.83 1.88
N -1.04 -0.40 2.33
O 0.91 -0.30 -0.31
F -0.31 -1.78 -1.33
H 1.20 0.57 -2.33
H 0.24 -0.34 -3.43
H 0.68 -0.78 0.56
H -1.08 2.33 3.51
H -1.52 2.44 2.97

***

8.
11
Properties=species:S:1:pos:R:3 method="wB97M-V/def2-TZVPD" total_charge=0 homo_ev="-8.903 / -8.916" de_lowest_kcal_mol=137.7 e_tot_ev=-9787.2385
C -0.23 0.40 0.11
N -2.24 -0.74 -0.09
N -0.35 1.73 0.09
N 0.93 -1.71 -0.07
N 0.62 -0.45 0.08
F 2.37 0.48 0.02
H -2.64 0.02 0.41
H -1.29 2.14 0.25
H 0.56 2.28 -0.21
H 0.50 -2.22 -0.91
H 1.76 -1.92 0.31

***

9.
9
Properties=species:S:1:pos:R:3 method="wB97M-V/def2-TZVPD" total_charge=+1 homo_ev=-15.908 de_lowest_kcal_mol=17.9 e_tot_ev=-7361.1455
C -1.72 -0.12 -0.14
N -0.76 0.71 0.03
O 2.17 -0.67 -0.09
F 2.83 0.55 0.13
H -2.81 0.00 0.21
H -1.73 -1.16 -0.71
H 0.12 0.44 -0.22
H 2.82 -1.28 0.09
H -0.91 1.53 0.72

***

10.
9
Properties=species:S:1:pos:R:3 method="wB97M-V/def2-TZVPD" total_charge=+1 homo_ev=-12.910 de_lowest_kcal_mol=6.3 e_tot_ev=-12748.5512
C 1.48 0.23 -0.08
N 0.51 -0.04 0.78
O 1.39 1.03 -1.06
I -4.18 -0.07 -0.23
H 2.46 -0.29 0.11
H 0.82 -0.53 1.57
H -4.07 -1.61 -0.16
H -0.55 0.12 0.58
H 2.15 1.16 -1.51

***

11.
9
Properties=species:S:1:pos:R:3 method="wB97M-V/def2-TZVPD" total_charge=+1 homo_ev=-12.421 de_lowest_kcal_mol=9.4 e_tot_ev=-12748.4186
C -0.78 0.23 1.07
N -1.81 0.03 0.32
O -0.58 -0.51 2.11
I 3.03 0.09 -3.76
H 0.06 0.94 0.73
H -1.78 0.39 -0.62
H 4.38 -0.40 -3.40
H -2.47 -0.55 0.66
H -0.06 -0.22 2.89

***

12.
9
Properties=species:S:1:pos:R:3 method="wB97M-V/def2-TZVPD" total_charge=0 spin_multiplicity=3 s_squared=2.011 homo_ev="-6.686 / -9.775" de_lowest_kcal_mol=58.5 e_tot_ev=-19993.4887
C -0.44 1.51 -0.57
N 0.95 -0.60 0.44
P 1.26 0.75 -0.27
I -1.34 -3.23 0.85
H -1.35 1.17 -0.35
H -0.48 1.37 -1.69
H -0.33 2.55 -0.34
H 1.83 -1.06 0.60
H -0.10 -2.46 1.34

***

What did the eleventh record say?
9
Properties=species:S:1:pos:R:3 method="wB97M-V/def2-TZVPD" total_charge=+1 homo_ev=-12.421 de_lowest_kcal_mol=9.4 e_tot_ev=-12748.4186
C -0.78 0.23 1.07
N -1.81 0.03 0.32
O -0.58 -0.51 2.11
I 3.03 0.09 -3.76
H 0.06 0.94 0.73
H -1.78 0.39 -0.62
H 4.38 -0.40 -3.40
H -2.47 -0.55 0.66
H -0.06 -0.22 2.89